ORCA calculation (ωB97M-V/def2-TZVPD) on a structure of composition C34H32BBrF4FeN8PSe2 in a non-equilibrium geometry.

Net charge: +3
Spin multiplicity: 5
E_LUMO (alpha / beta): -11.28 / -11.41 eV
Largest force on an atom: 2.727 eV/A
HOMO level (alpha / beta): -15.90 / -15.90 eV

Structure (XYZ):
```
84
C34H32BBrF4FeN8PSe2 ωB97M-V/def2-TZVPD
Fe 0.342 0.476 0.359
C 2.731 -1.613 -2.416
C 1.666 -0.793 -2.100
N 1.534 -0.675 -0.759
N 2.552 -1.397 -0.218
C 3.272 -1.970 -1.190
B 2.984 -1.079 1.225
N 3.251 0.447 1.239
C 4.401 1.136 1.293
C 4.105 2.486 1.238
C 2.724 2.538 1.128
N 2.206 1.300 1.118
N 1.785 -1.333 2.164
C 1.817 -1.973 3.338
C 0.633 -1.726 4.012
C -0.081 -0.900 3.164
N 0.605 -0.681 2.023
N 4.175 -1.850 1.694
C 4.964 -1.572 2.777
C 5.852 -2.600 2.919
C 5.520 -3.499 1.874
N 4.509 -3.049 1.165
H 3.072 -1.901 -3.395
H 1.014 -0.286 -2.790
H 4.109 -2.606 -0.951
H 5.357 0.642 1.355
H 4.793 3.313 1.276
H 2.094 3.412 1.110
H 2.665 -2.565 3.644
H 0.333 -2.091 4.978
H -1.035 -0.451 3.356
H 4.835 -0.678 3.368
H 6.599 -2.726 3.683
H 5.974 -4.450 1.652
C -3.918 -1.345 0.458
Se -2.035 -1.033 0.862
C -1.337 -2.506 -0.219
C -1.556 -2.095 -1.669
Se -1.409 -0.132 -1.714
C -2.551 0.216 -3.273
H -4.217 -2.258 0.970
H -4.081 -1.446 -0.612
H -4.485 -0.502 0.845
H -1.865 -3.422 0.040
H -0.284 -2.617 0.037
H -2.553 -2.360 -2.017
H -0.822 -2.518 -2.354
H -2.383 -0.583 -3.993
H -2.259 1.177 -3.689
H -3.595 0.248 -2.970
F -0.673 7.223 -1.388
C -0.631 6.126 -0.686
C -1.181 6.072 0.588
F -1.751 7.131 1.106
C -1.150 4.887 1.314
F -1.724 4.891 2.505
C -0.576 3.719 0.818
P -0.690 2.095 1.699
C -0.198 2.343 3.446
C -1.088 2.942 4.350
C -0.717 3.130 5.670
C 0.531 2.725 6.120
C 1.407 2.104 5.242
C 1.048 1.914 3.918
C -2.516 1.918 1.743
C -3.160 1.284 2.814
C -4.544 1.257 2.884
C -5.306 1.849 1.885
C -4.677 2.442 0.798
C -3.293 2.457 0.713
C -0.041 3.813 -0.464
Br 0.717 2.295 -1.298
C -0.058 4.975 -1.212
F 0.453 4.974 -2.433
H -2.062 3.277 4.037
H -1.419 3.593 6.350
H 0.817 2.884 7.151
H 2.370 1.758 5.592
H 1.743 1.425 3.259
H -2.596 0.872 3.639
H -5.025 0.791 3.735
H -6.386 1.852 1.955
H -5.266 2.915 0.023
H -2.824 2.925 -0.146
```


ORCA calculation (ωB97M-V/def2-TZVPD) on a structure of composition C7H5NO2S2 in a non-equilibrium geometry.

E_LUMO (alpha / beta): -2.36 / -2.36 eV
Largest force on an atom: 3.281 eV/A
HOMO level (alpha / beta): -7.30 / -7.30 eV

Structure (XYZ):
```
17
C7H5NO2S2 ωB97M-V/def2-TZVPD
C -0.981 2.312 -0.236
C -0.324 2.350 1.016
C -0.944 1.186 -0.994
C 0.316 1.255 1.514
C -0.238 0.032 -0.539
C 0.378 0.036 0.785
C -0.356 -1.261 -1.259
N 1.518 -3.696 -0.255
O -1.056 -2.220 -1.292
O 0.946 -0.995 1.275
S 1.062 -0.675 -1.999
S 1.488 -3.142 1.154
H -1.515 3.183 -0.580
H -0.336 3.268 1.585
H -1.433 1.132 -1.954
H 0.810 1.276 2.473
H 0.665 -4.042 -0.695
```


ORCA calculation (ωB97M-V/def2-TZVPD) on the ion C2H8N3 with charge +1 in a non-equilibrium geometry.

Net charge: +1
E_LUMO: -5.20 eV
Largest force on an atom: 5.845 eV/A
HOMO level: -16.15 eV

Structure (XYZ):
```
13
C2H8N3 ωB97M-V/def2-TZVPD
C -1.678 0.215 -0.384
C -0.478 0.416 0.584
N 1.613 0.949 -0.251
N 1.157 -1.196 0.037
N 0.826 0.061 0.034
H -1.422 0.783 -1.341
H -2.128 -0.697 -0.664
H -2.477 0.840 0.025
H -0.614 -0.110 1.603
H -0.257 1.462 0.886
H 2.504 0.799 -0.661
H 0.792 -2.204 0.355
H 2.162 -1.318 -0.223
```


Calculated electronic energy, -303629.2890; -34591.2988; -6663.7907 eV (same order as the records).
Calculated energy relative to the best compared isomer or geometry (same formula, charge and spin), 2.154; 1.498; 4.838 eV (same order as the records).